C15H15N3O | ωB97M-V/def2-TZVPD

The value obtained for the LUMO energy is 0.3612 eV. The calculation puts the largest force on an atom at 4.249 eV Å⁻¹. Its SMILES is NNC(=O)N/C=C/c1ccc(-c2ccccc2)cc1. The value obtained for the relative energy (zero: lowest compared OMol25 entry of this formula, charge and spin) is 3.196 eV. Its energy is -820.01367 Eh. For the gap between HOMO and LUMO, the calculation gives 8.8 eV.

Bonds (Å) are listed after each position.
CARTESIAN COORDINATES (ANGSTROEM)
1 O 3.822 -2.361 -4.834  C13 1.198
2 N 4.924 0.229 -4.372  N3 1.478, H23 0.982, H34 1.061
3 N 3.836 -0.469 -3.655  N2 1.478, C13 1.453, H28 1.030
4 N 2.544 -2.541 -2.935  C11 1.378, C13 1.428, H33 1.020
5 C -4.098 0.774 3.840  C7 1.374, C14 1.364, H32 1.023
6 C 0.222 -0.741 -0.521  C8 1.444, C12 1.407, C15 1.508
7 C -3.143 0.243 3.009  C5 1.374, C17 1.392, H25 1.074
8 C -0.352 0.577 -0.660  C6 1.444, C10 1.346, H27 1.114
9 C -1.212 0.369 1.547  C10 1.358, C17 1.436, C18 1.351
10 C -1.063 1.048 0.380  C8 1.346, C9 1.358, H24 1.118
11 C 1.968 -2.139 -1.750  N4 1.378, C15 1.317, H26 1.095
12 C 0.164 -1.435 0.702  C6 1.407, C18 1.435, H30 1.165
13 C 3.403 -1.844 -3.837  O1 1.198, N3 1.453, N4 1.428
14 C -4.125 2.134 3.934  C5 1.364, C19 1.384, H29 1.080
15 C 0.958 -1.295 -1.715  C6 1.508, C11 1.317, H21 1.033
16 C -2.114 2.467 2.667  C17 1.474, C19 1.394, H31 1.087
17 C -2.117 1.007 2.461  C7 1.392, C9 1.436, C16 1.474
18 C -0.559 -0.793 1.763  C9 1.351, C12 1.435, H22 1.142
19 C -3.212 2.992 3.345  C14 1.384, C16 1.394, H20 1.130
20 H -3.278 4.110 3.493  C19 1.130
21 H 0.765 -0.827 -2.615  C15 1.033
22 H -0.613 -1.247 2.810  C18 1.142
23 H 5.802 -0.212 -4.368  N2 0.982
24 H -1.536 2.057 0.284  C10 1.118
25 H -2.969 -0.813 2.917  C7 1.074
26 H 2.353 -2.588 -0.828  C11 1.095
27 H -0.287 1.155 -1.611  C8 1.114
28 H 3.516 -0.096 -2.750  N3 1.030
29 H -4.980 2.490 4.490  C14 1.080
30 H 0.497 -2.541 0.856  C12 1.165
31 H -1.475 3.189 2.164  C16 1.087
32 H -4.764 0.219 4.384  C5 1.023
33 H 2.534 -3.518 -3.230  N4 1.020
34 H 4.590 0.399 -5.365  N2 1.061

These are the Löwdin partial charges, in e, on atoms 1 to 2: 0.041 0.028